(1)
C37H45As3Cl2CsN6O2S2 | ωB97M-V/def2-TZVPD

Orbital gap: 5.79 eV
Spin multiplicity: 1
DFT total energy: -281912.9700 eV
Net charge: -1
Energy relative to the best compared isomer or geometry (same formula, charge and spin): 3.8052 eV
Strongest force on any atom: 0.117 hartree/bohr

```
98
Properties=species:S:1:pos:R:3:lowdin_charge:R:1
Cs -1.28 0.03 -0.47 0.9840
Cl -1.03 -5.74 -4.90 0.6232
C -1.86 -4.68 -3.79 -0.7131
C -0.96 -4.09 -2.97 -0.1321
C -1.37 -3.25 -1.95 -0.2452
N -0.39 -2.33 -1.45 -0.0819
C 0.70 -2.63 -0.76 -0.5615
O 1.50 -1.71 -0.37 -0.1571
C 0.94 -4.02 -0.40 -0.2277
C 2.22 -4.49 -0.53 -0.0084
C 2.41 -5.84 -0.24 -0.0762
C 1.34 -6.61 0.18 -0.0866
C 0.15 -5.96 0.48 -0.1319
N -0.09 -4.68 0.19 0.1581
C -2.78 -3.21 -1.67 -0.2420
C -3.70 -3.86 -2.49 -0.0287
C -3.23 -4.63 -3.58 -0.5998
Cl -4.35 -5.51 -4.70 0.5344
N -3.09 -2.39 -0.59 0.0288
C -4.36 -2.38 -0.11 -0.4616
O -5.47 -2.76 -0.65 -0.0736
C -4.48 -1.74 1.22 -0.2267
C -5.39 -2.26 2.16 -0.0169
C -5.67 -1.67 3.34 -0.1002
C -5.00 -0.51 3.65 -0.0786
C -4.05 -0.08 2.70 -0.1422
N -3.82 -0.64 1.51 0.0692
H 0.08 -4.29 -3.15 0.0951
H 3.07 -3.94 -0.92 0.1183
H 3.35 -6.33 -0.26 0.0893
H 1.52 -7.65 0.28 0.0834
H -0.75 -6.51 0.87 0.1196
H -4.75 -3.86 -2.23 0.0915
H -5.98 -3.14 1.88 0.1217
H -6.39 -2.15 3.92 0.0846
H -5.27 0.18 4.49 0.1097
H -3.51 0.84 2.91 0.0959
C 4.30 -0.47 1.16 -0.3160
As 2.64 0.45 1.44 1.1167
C 1.85 -0.79 2.71 -0.2824
C 3.44 1.68 2.71 -0.3853
C 2.69 3.01 2.94 -0.6644
C 1.61 2.80 3.97 -0.1238
C 2.02 3.64 1.68 -0.3387
As 0.48 2.57 0.89 0.9727
C 0.99 2.26 -1.01 -0.4226
C -0.54 4.22 0.55 -0.3379
C 3.73 4.05 3.62 -0.3917
As 5.53 4.57 3.00 1.0964
C 5.74 3.80 1.15 -0.3368
C 6.65 3.27 4.05 -0.3567
H 5.00 -0.30 2.02 0.0367
H 4.76 -0.03 0.31 -0.0006
H 4.25 -1.55 1.04 0.0279
H 2.45 -1.20 3.51 0.0286
H 1.54 -1.61 2.14 -0.0173
H 1.04 -0.20 3.17 0.0155
H 4.45 1.73 2.34 0.0006
H 3.51 1.13 3.71 0.1061
H 0.99 1.91 3.58 0.0595
H 0.84 3.56 4.15 0.0865
H 1.97 2.51 5.00 0.0965
H 2.75 3.77 0.88 0.0590
H 1.60 4.62 2.04 0.0621
H 1.60 3.16 -1.26 0.0406
H 0.11 2.29 -1.63 -0.0337
H 1.50 1.32 -1.04 -0.0443
H -0.63 4.33 -0.43 -0.0819
H 0.03 5.29 0.92 0.0942
H -1.63 4.20 0.95 0.0452
H 3.91 3.62 4.58 0.0275
H 3.19 5.04 3.82 0.0725
H 5.59 4.57 0.41 -0.0052
H 5.14 2.88 1.00 0.0070
H 6.82 3.60 1.09 0.0074
H 6.35 2.16 3.85 0.0510
H 6.58 3.53 5.13 0.0140
H 7.67 3.41 3.81 -0.0290
C -5.97 0.56 -1.47 -0.0486
C -5.08 0.84 -2.68 -0.6549
N -3.84 0.61 -2.74 0.0920
C -3.33 1.05 -3.96 -0.3521
C -4.22 1.63 -4.81 -0.3442
S -5.76 1.57 -4.07 1.0410
C -1.91 0.91 -4.17 -0.3826
C -1.15 -0.21 -4.22 -0.3643
S 0.46 0.17 -4.61 1.0549
C -0.01 1.84 -4.79 -0.6037
N -1.27 2.10 -4.51 0.0961
C 1.13 2.87 -5.01 -0.0785
H -6.05 -0.50 -1.29 0.0547
H -6.95 1.04 -1.62 0.0703
H -5.41 0.94 -0.60 0.0780
H -4.07 2.17 -5.74 0.0820
H -1.56 -1.21 -3.95 0.1019
H 1.60 2.71 -5.98 0.0628
H 1.86 2.73 -4.25 0.0504
H 0.73 3.89 -5.06 0.0743
```

---

(2)
C37H45F32O9P | ωB97M-V/def2-TZVPD

Orbital gap: 8.80 eV
Spin multiplicity: 1
DFT total energy: -153763.4650 eV
Structure (SMILES): CCO[PH](CCCCCOC(C)=O)(COO)Cc1ccccc1.FC(F)C(F)(F)COC(F)(F)C(F)F.FC(F)C(F)(F)COC(F)(F)C(F)F.FC(F)C(F)(F)COC(F)(F)C(F)F.FC(F)C(F)(F)COC(F)(F)C(F)F
Strongest force on any atom: 0.096 hartree/bohr

```
124
Properties=species:S:1:pos:R:3:lowdin_charge:R:1
C 6.02 -1.99 1.26 -0.0968
C 4.75 -1.37 0.48 -0.3338
O 4.85 0.07 0.45 -0.4619
P 5.54 0.65 -1.06 0.8554
C 3.79 0.69 -1.80 -0.2443
C 3.24 2.15 -2.20 -0.2180
C 1.78 2.02 -2.92 -0.1927
C 0.75 1.11 -2.09 -0.1766
C -0.77 1.62 -2.13 -0.1731
O -0.93 2.53 -0.99 -0.1078
C -2.32 2.72 -0.71 -0.4193
C -3.04 1.61 0.21 0.0094
O -2.89 3.73 -1.18 0.0585
C 6.39 1.12 -2.70 -0.3219
O 6.56 -0.10 -3.48 -0.2333
O 5.74 -0.12 -4.57 -0.0681
C 6.39 2.02 -0.07 -0.2303
C 5.71 3.46 -0.16 -0.2087
C 4.65 3.87 0.92 -0.0236
C 3.97 5.29 0.92 -0.0586
C 4.34 6.36 -0.17 -0.0771
C 5.39 5.93 -1.23 -0.0783
C 6.07 4.51 -1.24 -0.0414
H 6.51 -2.78 0.59 0.0702
H 5.65 -2.54 2.21 0.0732
H 6.80 -1.20 1.55 0.0801
H 3.82 -1.60 1.14 0.1132
H 4.54 -1.86 -0.54 0.1070
H 6.24 -0.62 -1.14 0.0873
H 3.08 0.30 -0.98 0.0852
H 3.69 -0.08 -2.66 0.1130
H 3.07 2.84 -1.30 0.1132
H 3.89 2.73 -2.93 0.0950
H 1.87 1.56 -3.98 0.1152
H 1.30 3.05 -3.06 0.1165
H 1.04 1.04 -0.97 0.1247
H 0.73 0.02 -2.46 0.1097
H -1.54 0.77 -1.94 0.1256
H -0.98 2.12 -3.14 0.1344
H -3.86 1.13 -0.42 0.0835
H -3.52 2.19 1.08 0.0971
H -2.30 0.84 0.62 0.0955
H 7.46 1.47 -2.42 0.1038
H 5.92 1.99 -3.27 0.0956
H 4.92 0.40 -4.42 0.0854
H 6.34 1.70 1.04 0.0967
H 7.51 2.12 -0.30 0.1036
H 4.32 3.17 1.76 0.0986
H 3.22 5.62 1.72 0.0739
H 3.89 7.41 -0.16 0.0826
H 5.67 6.72 -2.01 0.0872
H 6.84 4.34 -2.06 0.0924
F -5.95 -2.20 -2.83 0.1033
C -5.01 -3.17 -2.81 -0.2804
F -4.84 -3.50 -1.50 0.0717
C -3.69 -2.72 -3.42 -0.4295
F -3.13 -1.71 -2.70 0.1180
F -2.81 -3.76 -3.32 0.1023
C -3.73 -2.31 -4.91 -0.0415
O -3.82 -0.91 -5.20 0.0331
C -5.11 -0.33 -5.19 -0.5021
F -6.04 -1.30 -5.14 0.1356
F -5.26 0.25 -6.41 0.1473
C -5.29 0.73 -4.10 -0.2743
F -5.07 0.21 -2.87 0.0837
F -6.55 1.22 -4.10 0.1052
H -5.41 -4.05 -3.32 0.1780
H -2.76 -2.60 -5.33 0.1504
H -4.46 -2.89 -5.48 0.1466
H -4.59 1.56 -4.24 0.1773
F 3.15 -5.32 -0.71 0.0890
C 3.06 -6.55 -0.17 -0.2992
F 3.45 -7.42 -1.15 0.0928
C 1.64 -6.89 0.30 -0.4336
F 0.78 -6.92 -0.75 0.1282
F 1.67 -8.16 0.79 0.1028
C 1.06 -5.99 1.41 -0.0435
O 0.19 -4.93 1.00 0.0317
C 0.82 -3.72 0.59 -0.4975
F 2.13 -3.78 0.90 0.1214
F 0.30 -2.75 1.37 0.1435
C 0.57 -3.39 -0.89 -0.2712
F 1.00 -4.38 -1.70 0.0974
F 1.23 -2.27 -1.25 0.0873
H 3.78 -6.63 0.65 0.1739
H 0.42 -6.63 2.01 0.1498
H 1.83 -5.64 2.10 0.1448
H -0.50 -3.24 -1.08 0.1712
F -0.42 7.33 4.77 0.0913
C -1.31 7.67 3.82 -0.2994
F -2.27 8.40 4.44 0.0918
C -1.93 6.46 3.12 -0.4330
F -2.66 5.71 3.99 0.1270
F -2.83 6.93 2.20 0.1062
C -0.96 5.54 2.36 -0.0364
O -0.52 4.36 3.05 0.0321
C 0.58 4.50 3.93 -0.5035
F 1.15 5.71 3.75 0.1248
F 1.50 3.59 3.52 0.1363
C 0.22 4.22 5.39 -0.2773
F -0.76 5.04 5.82 0.0950
F 1.28 4.42 6.20 0.1001
H -0.82 8.33 3.10 0.1734
H -1.51 5.15 1.50 0.1431
H -0.12 6.09 1.92 0.1447
H -0.13 3.19 5.51 0.1757
F -4.62 -4.31 4.50 0.0925
C -5.84 -4.57 5.00 -0.3007
F -5.72 -5.72 5.70 0.0917
C -6.91 -4.72 3.91 -0.4347
F -6.64 -5.79 3.11 0.1289
F -8.09 -5.01 4.53 0.1020
C -7.16 -3.49 3.02 -0.0435
O -6.50 -3.45 1.75 0.0354
C -5.17 -2.97 1.71 -0.4993
F -4.86 -2.42 2.90 0.1334
F -5.17 -1.96 0.82 0.1387
C -4.17 -4.04 1.27 -0.2788
F -4.20 -5.12 2.09 0.0962
F -2.90 -3.56 1.30 0.0981
H -6.11 -3.77 5.70 0.1733
H -8.22 -3.51 2.77 0.1485
H -7.02 -2.55 3.57 0.1447
H -4.38 -4.39 0.27 0.1506
```